Arrangement i

Molecular formula: C4H12NO
Method: DFT, ωB97M-V/def2-TZVPD

Bonds (Å) are listed after each position.
Element x y z (Å)
1 H -0.4503 1.4872 -0.9013  N18 0.969
2 H -0.0224 -2.0235 -1.0392  C5 1.118
3 H -0.9057 -0.6929 1.5429  C6 1.110
4 C 0.7448 1.2835 0.7460  C9 1.563, H11 1.153, H15 1.185, N18 1.443
5 C -0.8207 -1.6288 -0.3638  H2 1.118, C6 1.562, H13 1.092, O17 1.525
6 C -0.1089 -1.1977 0.9579  H3 1.110, C5 1.562, C9 1.643, H10 1.160
7 H 1.5242 -0.3048 -0.5026  C9 1.116
8 H -2.1098 -0.4827 -0.8040  O17 0.959
9 C 1.1396 -0.2150 0.5414  C4 1.563, C6 1.643, H7 1.116, H16 1.146
10 H 0.3095 -2.1937 1.3806  C6 1.160
11 H 1.4853 2.0066 1.2541  C4 1.153
12 H 1.1009 1.4035 -1.0575  N18 0.980
13 H -1.6726 -2.3110 -0.3355  C5 1.092
14 H 0.2791 2.8594 -0.7751  N18 1.065
15 H -0.2542 1.2399 1.3818  C4 1.185
16 H 1.9941 -0.3219 1.2982  C9 1.146
17 O -1.2110 -0.3622 -1.1176  C5 1.525, H8 0.959
18 N 0.3831 1.8257 -0.5416  H1 0.969, C4 1.443, H12 0.980, H14 1.065

Output
* LUMO energy: -0.121 Ha
* SMILES string: [NH3+]CCCCO
* total charge: +1

natural (NBO) population analysis, charges in e, atoms 1 to 6: H 0.458; H 0.192; H 0.218; C -0.249; C -0.091; C -0.425

---

Arrangement ii

Molecular formula: C4H12NO
Method: DFT, ωB97M-V/def2-TZVPD

Bonds (Å) are listed after each position.
Element x y z (Å)
1 C 0.1866 0.7544 1.1059  C2 1.487, H7 1.067, H9 1.055, C12 1.459
2 C -0.8142 -0.3398 1.2196  C1 1.487, H3 1.100, H11 1.138, C18 1.682
3 H -0.4928 -1.0875 1.9596  C2 1.100
4 H 1.7366 -0.5469 0.4151  C12 1.109
5 H -0.0518 -1.6837 -0.6443  C18 1.106
6 H 2.2687 1.1852 0.3581  C12 1.148
7 H -0.2546 1.6407 0.7073  C1 1.067
8 H 1.5190 -0.1065 -1.8193  N13 1.058
9 H 0.6056 0.9836 2.0471  C1 1.055
10 O -1.4230 -0.3514 -1.2889  H17 0.945, C18 1.499
11 H -1.8457 0.0115 1.5481  C2 1.138
12 C 1.3604 0.4877 0.2819  C1 1.459, H4 1.109, H6 1.148, N13 1.603
13 N 0.9417 0.5834 -1.2623  H8 1.058, C12 1.603, H14 1.143, H16 1.129
14 H -0.1323 0.3677 -1.5874  N13 1.143
15 H -1.5688 -2.0622 0.0666  C18 1.043
16 H 1.2032 1.4720 -1.9070  N13 1.129
17 H -2.2779 -0.0552 -1.0155  O10 0.945
18 C -0.9609 -1.2532 -0.1845  C2 1.682, H5 1.106, O10 1.499, H15 1.043

Output
* LUMO energy: -0.121 Ha
* SMILES string: [NH3+]CCCCO
* total charge: +1

natural (NBO) population analysis, charges in e, atoms 1 to 6: C -0.470; C -0.420; H 0.231; H 0.223; H 0.182; H 0.249

---

Quick ranking, most stable first: arrangement ii, arrangement i.

---

Arrangement i

Molecular formula: C4H12NO
Method: DFT, ωB97M-V/def2-TZVPD

Bonds (Å) are listed after each position.
Element x y z (Å)
1 H 0.3709 1.9522 -2.2290  C17 1.130
2 O -2.3679 -0.4275 3.3886  H12 1.002, H13 0.995
3 H 1.4958 -0.7378 1.1091  C9 1.096
4 N 0.1101 -0.1702 -1.8935  H5 1.075, H15 0.995, C17 1.501, C18 1.463
5 H 0.6711 -0.0820 -2.8064  N4 1.075
6 H -0.0981 -0.1233 0.8634  C9 1.089
7 H -0.0385 -1.9797 -0.7185  C18 1.134
8 H -0.8718 1.5509 -1.0956  C17 1.153
9 C 0.8384 -0.3137 0.3414  H3 1.096, H6 1.089, C14 1.550, C18 1.506
10 H 1.1792 1.6008 0.6740  C14 1.084
11 H 1.4539 -1.6255 -1.2882  C18 1.010
12 H -2.1978 -0.7671 4.3155  O2 1.002
13 H -3.2364 -0.9115 3.3680  O2 0.995
14 C 1.2747 1.0489 -0.2546  C9 1.550, H10 1.084, H16 1.155, C17 1.561
15 H -0.7473 -0.6364 -2.0859  N4 0.995
16 H 2.3182 1.2378 -0.7112  C14 1.155
17 C 0.2017 1.2340 -1.3725  H1 1.130, N4 1.501, H8 1.153, C14 1.561
18 C 0.6640 -1.1137 -0.9225  N4 1.463, H7 1.134, C9 1.506, H11 1.010

Output
* LUMO energy: -0.125 Ha
* total charge: +1

natural (NBO) population analysis, charges in e, atoms 1 to 6: H 0.249; O -0.939; H 0.266; N -0.520; H 0.452; H 0.237

---

Arrangement ii

Molecular formula: C4H12NO
Method: DFT, ωB97M-V/def2-TZVPD

Bonds (Å) are listed after each position.
Element x y z (Å)
1 N -1.9032 0.3712 0.1413  C7 1.503, C11 1.522, H12 1.017, H15 1.020
2 H 0.2879 0.4698 -1.9248  C10 1.086
3 H 4.0680 -0.5134 0.6151  O5 0.960
4 H 1.3348 0.4047 0.6871  C9 1.083
5 O 3.2688 -0.8782 0.2269  H3 0.960, H8 0.958
6 H -1.9555 -0.4264 -1.8035  C7 1.084
7 C -1.3621 -0.5606 -0.9059  N1 1.503, H6 1.084, C10 1.525, H18 1.086
8 H 3.3446 -1.8322 0.2684  O5 0.958
9 C 0.4337 0.7635 0.2050  H4 1.083, C10 1.565, C11 1.543, H14 1.087
10 C 0.0930 -0.1250 -1.0378  H2 1.086, C7 1.525, C9 1.565, H17 1.084
11 C -0.7793 0.5964 1.1433  N1 1.522, C9 1.543, H13 1.089, H16 1.084
12 H -2.2109 1.2647 -0.2339  N1 1.017
13 H -1.1179 1.4791 1.6841  C11 1.089
14 H 0.6632 1.8025 -0.0160  C9 1.087
15 H -2.6999 -0.0191 0.6452  N1 1.020
16 H -0.7088 -0.2454 1.8226  C11 1.084
17 H 0.7311 -1.0015 -1.0407  C10 1.084
18 H -1.4877 -1.5500 -0.4764  C7 1.086

Output
* LUMO energy: -0.122 Ha
* total charge: +1

natural (NBO) population analysis, charges in e, atoms 1 to 6: N -0.496; H 0.242; H 0.487; H 0.278; O -0.963; H 0.240

---

Arrangement iii

Molecular formula: C4H12NO
Method: DFT, ωB97M-V/def2-TZVPD

Bonds (Å) are listed after each position.
Element x y z (Å)
1 C 0.0367 -1.3771 -0.0596  C4 1.521, H8 1.091, H9 1.079, C14 1.526
2 H 1.7673 0.4106 -0.9682  N5 1.001
3 O -0.8395 0.1218 1.7280  C14 1.455, H15 0.962
4 C -0.6013 -0.4631 -1.0945  C1 1.521, H13 1.130, H17 1.067, C18 1.508
5 N 1.2183 1.2405 -0.8574  H2 1.001, H6 1.030, H10 1.026, C18 1.565
6 H 1.4809 2.0330 -1.4611  N5 1.030
7 H -0.7818 1.7176 -0.3553  C18 1.109
8 H 1.0665 -1.6308 -0.3178  C1 1.091
9 H -0.4271 -2.3499 -0.1145  C1 1.079
10 H 1.2481 1.4829 0.1393  N5 1.026
11 H -0.5150 1.3951 -2.1736  C18 1.177
12 H 1.1216 -0.1166 1.3384  C14 1.084
13 H -1.7289 -0.4121 -1.0428  C4 1.130
14 C 0.2468 -0.7560 1.3188  C1 1.526, O3 1.455, H12 1.084, H16 1.101
15 H -1.3704 -0.0771 2.5046  O3 0.962
16 H 0.3881 -1.4655 2.1485  C14 1.101
17 H -0.4579 -0.9592 -2.0277  C4 1.067
18 C -0.3148 1.0170 -1.0775  C4 1.508, N5 1.565, H7 1.109, H11 1.177

Output
* LUMO energy: -0.131 Ha
* SMILES string: [NH3+]CCCCO
* total charge: +1

natural (NBO) population analysis, charges in e, atoms 1 to 6: C -0.442; H 0.439; O -0.781; C -0.454; N -0.702; H 0.454

---

Quick ranking, most stable first: arrangement ii, arrangement iii, arrangement i.

---

Arrangement i

Molecular formula: C4H12NO
Method: DFT, ωB97M-V/def2-TZVPD

Bonds (Å) are listed after each position.
Element x y z (Å)
1 H 1.6217 1.9384 2.1086  O4 0.962
2 C -1.1793 -0.7881 0.4001  C7 1.495, H9 1.098, H11 1.105, C13 1.504
3 H 0.5546 -0.3258 1.5483  C13 1.103
4 O 1.4901 2.1788 1.1861  H1 0.962, H12 0.949
5 C -0.3082 -1.4070 -1.8789  C7 1.342, H16 1.083, H17 1.086
6 H -0.3395 1.6117 -1.0762  N10 1.021
7 C -0.4976 -0.5077 -0.9007  C2 1.495, C5 1.342, N10 1.474
8 H 0.8287 0.6507 -0.1749  N10 1.033
9 H -1.7891 -1.6682 0.1591  C2 1.098
10 N 0.2323 0.7681 -1.0107  H6 1.021, C7 1.474, H8 1.033, H18 1.022
11 H -1.9689 -0.0403 0.5963  C2 1.105
12 H 1.9023 3.0131 1.0017  O4 0.949
13 C -0.2958 -1.0269 1.5932  C2 1.504, H3 1.103, H14 1.095, H15 1.096
14 H -0.0551 -2.0579 1.8715  C13 1.095
15 H -0.8611 -0.8004 2.5047  C13 1.096
16 H 0.4304 -1.3130 -2.6659  C5 1.083
17 H -1.0258 -2.2195 -1.9397  C5 1.086
18 H 0.8411 0.8286 -1.8289  N10 1.022

Output
* LUMO energy: -0.123 Ha
* total charge: +1

natural (NBO) population analysis, charges in e, atoms 1 to 6: H 0.500; C -0.474; H 0.185; O -0.988; C -0.343; H 0.452

---

Arrangement ii

Molecular formula: C4H12NO
Method: DFT, ωB97M-V/def2-TZVPD

Bonds (Å) are listed after each position.
Element x y z (Å)
1 H 3.1744 0.5064 -0.9335  C6 1.085
2 C 0.5887 0.9422 0.0999  H3 1.094, C14 1.531, N15 1.476, H17 1.087
3 H 0.7262 1.5953 -0.7663  C2 1.094
4 H 1.0197 -1.0585 0.6662  C14 1.093
5 H -3.5799 -2.0251 0.0102  O13 0.935
6 C 2.8324 -0.2293 -0.2137  H1 1.085, H7 1.099, H11 1.087, C14 1.502
7 H 3.3151 0.1239 0.7087  C6 1.099
8 H -1.2574 0.1926 0.9607  N15 1.022
9 H 0.8446 -0.8266 -0.9875  C14 1.095
10 H -2.8200 1.2786 -0.1178  C18 1.083
11 H 3.2034 -1.2440 -0.3306  C6 1.087
12 H -2.7793 -2.0555 1.3562  O13 0.958
13 O -3.2004 -1.5093 0.6913  H5 0.935, H12 0.958
14 C 1.3398 -0.3727 -0.1225  C2 1.531, H4 1.093, C6 1.502, H9 1.095
15 N -0.8710 0.7385 0.1879  C2 1.476, H8 1.022, C18 1.281
16 H -1.6196 1.3012 -1.6025  C18 1.087
17 H 0.9277 1.5301 0.9495  C2 1.087
18 C -1.8443 1.1120 -0.5563  H10 1.083, N15 1.281, H16 1.087

Output
* LUMO energy: -0.189 Ha
* total charge: +1

natural (NBO) population analysis, charges in e, atoms 1 to 6: H 0.226; C -0.227; H 0.218; H 0.209; H 0.492; C -0.624

---

Quick ranking, most stable first: arrangement i, arrangement ii.